1.
C3H7NO in the gas phase in a non-equilibrium geometry, computed with ωB97M-V/def2-TZVPD.

Each line ends with the natural charge from an NBO analysis.
CARTESIAN COORDINATES (ANGSTROEM)
1 C 0.287501 -1.685559 -0.429654  -0.216
2 N 1.072789 -1.283193 0.547476  -0.081
3 O 0.923475 -0.059407 1.209246  -0.350
4 C -0.161804 0.673873 0.897761  -0.088
5 C -0.217320 1.124855 -0.552047  -0.657
6 H 0.465034 -2.691405 -0.761940  0.204
7 H -0.555954 -1.192998 -0.818255  0.172
8 H -0.975148 -0.057739 1.130641  0.164
9 H -0.182148 1.563295 1.597903  0.203
10 H 0.507344 1.964685 -0.803151  0.219
11 H 0.040727 0.189567 -1.142308  0.212
12 H -1.204496 1.454026 -0.875672  0.219

Forces on atoms 1 to 6 (eV/Å):
1.65 0.26 3.10
-0.80 -0.63 -1.30
2.86 -1.97 -0.48
-2.86 1.32 0.13
1.22 -0.12 -1.23
0.41 -0.22 -0.06

Summary:
**Energy above the lowest of the compared OMol25 structures with the same formula, charge and spin**: 385.2 kJ/mol
**Frontier orbital gap**: 10.945 eV
**Total charge**: 0
**SMILES string**: C=NOCC
**E_HOMO**: -9.891 eV
**2S+1**: 1
**DFT total energy**: -248.37978 a.u.


2.
C31H24FN5O6 in the gas phase in a non-equilibrium geometry, computed with ωB97M-V/def2-TZVPD.

Each line ends with the natural charge from an NBO analysis.
CARTESIAN COORDINATES (ANGSTROEM)
1 O 6.519883 1.586029 1.413384  -0.594
2 C 6.960816 0.696717 0.728600  0.773
3 O 6.407518 -0.534909 0.683695  -0.514
4 C 5.270982 -0.748405 1.499938  -0.100
5 C 4.008749 -0.122259 0.882438  0.033
6 O 2.892655 -0.360264 1.726738  -0.502
7 C 2.083956 -1.381904 1.226931  0.245
8 N 0.744201 -0.891174 1.000638  -0.387
9 C 0.242046 0.379391 1.096243  0.252
10 N -1.018916 0.470485 0.817000  -0.441
11 C -1.412937 -0.804753 0.514069  0.009
12 C -2.605184 -1.411947 0.123428  0.440
13 N -3.799628 -0.691262 0.010661  -0.553
14 C -4.618696 -0.917507 -1.110901  0.696
15 O -4.156991 -1.285961 -2.159913  -0.532
16 C -6.063677 -0.682676 -0.878011  -0.085
17 C -6.833971 -0.154828 -1.910315  -0.189
18 C -8.185066 0.064846 -1.723227  -0.200
19 C -8.779825 -0.265693 -0.516206  -0.192
20 C -8.024205 -0.827801 0.500015  -0.215
21 C -6.668785 -1.035732 0.325134  -0.196
22 C -4.102510 0.217671 1.045296  0.710
23 O -3.719838 0.024898 2.171074  -0.536
24 C -4.889095 1.398411 0.624163  -0.184
25 C -5.816127 1.941345 1.509479  -0.152
26 C -6.554858 3.049999 1.144080  -0.213
27 C -6.354076 3.638318 -0.094330  -0.187
28 C -5.404406 3.124287 -0.962487  -0.231
29 C -4.672534 2.005973 -0.609700  -0.121
30 N -2.623356 -2.707196 -0.144691  -0.457
31 C -1.507089 -3.406492 -0.033676  0.260
32 N -0.315628 -2.974921 0.344673  -0.497
33 C -0.301847 -1.675178 0.616202  0.343
34 C 2.711561 -1.894652 -0.099244  0.043
35 O 3.417710 -3.087575 0.072410  -0.713
36 C 3.690038 -0.773367 -0.462213  0.162
37 F 3.079666 0.122685 -1.305511  -0.351
38 C 8.148979 0.814826 -0.142968  -0.122
39 C 8.801980 2.044856 -0.201000  -0.166
40 C 9.917396 2.199275 -1.001205  -0.221
41 C 10.386892 1.129116 -1.746816  -0.181
42 C 9.740282 -0.096079 -1.691812  -0.222
43 C 8.623473 -0.258453 -0.893695  -0.175
44 H 5.426839 -0.309699 2.490691  0.214
45 H 5.151234 -1.831168 1.571975  0.211
46 H 4.139658 0.960536 0.787123  0.228
47 H 2.018087 -2.205575 1.956464  0.195
48 H 0.861960 1.205033 1.382422  0.220
49 H -6.354718 0.089621 -2.846016  0.230
50 H -8.777107 0.490489 -2.519377  0.216
51 H -9.836031 -0.094751 -0.370268  0.215
52 H -8.493104 -1.104960 1.432199  0.218
53 H -6.084615 -1.487010 1.113577  0.226
54 H -5.953319 1.473589 2.472468  0.229
55 H -7.285228 3.459557 1.825554  0.217
56 H -6.930904 4.505535 -0.379517  0.215
57 H -5.233451 3.597369 -1.917779  0.217
58 H -3.921102 1.616830 -1.280561  0.218
59 H -1.581253 -4.457877 -0.273032  0.182
60 H 1.941348 -1.988582 -0.874381  0.205
61 H 2.788021 -3.813711 0.158562  0.491
62 H 4.578919 -1.151615 -0.973071  0.199
63 H 8.417192 2.862441 0.389467  0.235
64 H 10.422553 3.152399 -1.045352  0.218
65 H 11.259080 1.249405 -2.372314  0.216
66 H 10.110132 -0.927009 -2.273950  0.217
67 H 8.116259 -1.208966 -0.843244  0.229

Forces on atoms 1 to 6 (eV/Å):
0.03 -0.09 -0.06
-0.21 0.10 0.26
0.27 0.04 -0.31
-0.60 0.14 0.50
0.57 0.05 -0.52
-0.20 0.05 0.21

Summary:
**Energy above the lowest of the compared OMol25 structures with the same formula, charge and spin**: 0.0 kJ/mol
**Frontier orbital gap**: 9.184 eV
**Total charge**: 0
**SMILES string**: O=C(OC[C@@H]1O[C@@H](n2cnc3c(N(C(=O)c4ccccc4)C(=O)c4ccccc4)ncnc32)[C@H](O)[C@H]1F)c1ccccc1
**E_HOMO**: -9.141 eV
**2S+1**: 1
**DFT total energy**: -2020.87803 a.u.


3.
A molecular structure, C3NS in a non-equilibrium geometry, computed with ωB97M-V/def2-TZVPD.

Each line ends with the natural charge from an NBO analysis.
CARTESIAN COORDINATES (ANGSTROEM)
1 C -1.706615 -0.504955 0.438530  0.302
2 C -0.088632 0.458955 -0.138733  0.548
3 C -1.684398 0.542449 -0.032569  -0.095
4 N 1.016239 -0.047849 -0.137997  -0.564
5 S 2.463408 -0.448601 -0.129229  0.808

Forces on the atoms, in the same order (eV/Å):
-0.95 -13.61 6.19
-1.41 -1.39 0.23
5.23 13.22 -6.36
-5.78 2.65 -0.05
2.91 -0.87 -0.02

Summary:
**Energy above the lowest of the compared OMol25 structures with the same formula, charge and spin**: 298.7 kJ/mol
**Frontier orbital gap (alpha / beta)**: 6.561 / 6.012 eV
**Total charge**: +1
**E_HOMO (alpha / beta)**: -15.599 / -15.633 eV
**2S+1**: 1
**DFT total energy**: -566.57870 a.u.


4.
2 unconnected molecules or ions with the total composition C5H11O2 in a non-equilibrium geometry, computed with ωB97M-V/def2-TZVPD.

Each line ends with the natural charge from an NBO analysis.
CARTESIAN COORDINATES (ANGSTROEM)
1 C -0.414361 0.840436 0.960248  -0.510
2 C -0.720765 1.708494 -0.274394  -0.590
3 C 1.086436 0.765846 1.330236  0.753
4 O 1.798717 0.856642 0.285727  -0.806
5 O 1.411935 0.485704 2.497240  -0.778
6 H -1.060501 1.150214 1.799572  0.179
7 H -0.764573 -0.176938 0.778517  0.192
8 H -1.826037 1.766850 -0.136824  0.163
9 H -0.570174 1.288592 -1.258724  0.200
10 H -0.381331 2.743891 -0.239942  0.198
11 C -1.108286 -1.713921 -1.237623  -0.631
12 C -1.051604 -2.388978 -2.598476  -0.614
13 H -0.162642 -1.427510 -0.765330  0.242
14 H -1.796693 -0.870032 -1.262970  0.203
15 H -1.594867 -2.237276 -0.406717  0.198
16 H -1.052414 -1.701459 -3.434099  0.203
17 H -0.203200 -3.077092 -2.558238  0.206
18 H -2.036903 -2.859014 -2.763039  0.190

Forces on atoms 1 to 6 (eV/Å):
0.18 0.47 0.23
-2.18 -0.09 1.08
-0.02 -0.79 -1.39
0.22 0.17 0.81
0.00 0.29 0.19
0.43 0.24 -0.07

Summary:
**Energy above the lowest of the compared OMol25 structures with the same formula, charge and spin**: 78.7 kJ/mol
**Frontier orbital gap**: 7.402 eV
**Total charge**: -1
**E_HOMO**: -3.817 eV
**2S+1**: 1
**DFT total energy**: -347.61970 a.u.


Which of these has the lowest DFT total energy? C31H24FN5O6


Which of these has the lowest energy above the lowest of the compared OMol25 structures with the same formula, charge and spin? C31H24FN5O6